The following is a quantum chemistry calculation of 2 unconnected molecules or ions with the total composition C9H14Si in a non-equilibrium geometry, from the OMol25 dataset.

CARTESIAN COORDINATES (ANGSTROEM)
C: 1.63748 2.58325 -1.09846
C: -0.86480 -1.37574 -3.55856
C: 2.38839 -1.20810 -0.20931
C: -0.54127 0.33489 2.26189
C: 0.58960 1.89569 -1.62208
C: -1.11034 -0.41189 -2.70050
C: 1.05542 -1.20579 -0.28929
C: -1.17161 0.19412 1.09655
C: -0.99011 0.23338 3.60961
Si: 0.07789 0.11481 -1.24769
H: 1.68314 3.59033 -1.25886
H: 2.20762 2.15452 -0.31250
H: -1.42029 -1.70327 -4.39586
H: -0.13128 -2.06658 -3.27390
H: 3.14640 -1.92534 0.11526
H: 2.91074 -0.30460 -0.60202
H: 0.47482 0.79623 2.23450
H: 0.05130 2.36946 -2.52615
H: -2.09354 0.15757 -2.70424
H: 0.55914 -2.03309 0.19871
H: -2.26674 -0.02929 1.03806
H: -0.99978 -0.78981 4.00497
H: -2.03874 0.52596 3.51047
H: -0.42988 0.98786 4.32709

Atomic forces in eV per Å
-2.6453 -2.8240 0.0762
-0.0810 -0.3749 0.6751
1.0772 1.8245 -1.0819
2.7294 1.3602 -3.1466
0.9852 0.1802 -1.3427
-1.0272 1.5973 1.8738
1.0795 -0.1556 -0.8578
-0.2284 -0.0534 -1.9215
-1.3056 1.1136 2.8721
-2.3269 -0.0997 2.8928
0.7120 2.5110 -0.7396
0.6084 -0.2341 0.5445
-0.9593 0.1733 -0.7200
1.6672 -0.7410 -0.1052
-0.9300 -0.2225 0.5975
-0.2789 -0.6953 -0.0071
-0.2278 -0.8405 -0.4860
0.5299 -0.6507 1.7128
1.4266 -0.3377 -0.4697
-0.6024 -0.0332 -0.2964
0.8917 -0.0687 0.1891
0.3507 0.2622 0.1428
-0.2516 0.0311 0.9347
-1.1931 -1.7222 -1.3369

As for the multiplicity: 1. As for the lowest unoccupied orbital energy: 0.231 eV. As for the max |F|: 4.38 eV/Å. The value obtained for the calculated total energy is -17431.4295 eV. The HOMO energy comes out at -7.86 eV. The gap between HOMO and LUMO is 8.09 eV.